1.
Density functional theory data (ωB97M-V/def2-TZVPD) for a molecular structure, C11H38AgF2N3O12S2V.

Each line ends with the Mulliken spin population.
Positions of all 70 atoms, in Å:
V 17.312 25.472 10.926  3.00
N 17.883 23.668 15.054  0.00
H 17.218 22.965 15.343  0.00
H 18.836 23.675 15.389  0.00
H 17.393 24.487 15.383  0.00
H 17.742 23.561 14.059  0.00
N 14.394 21.014 10.949  0.00
H 14.291 21.156 9.954  0.00
H 15.241 21.457 11.275  0.00
H 14.559 20.030 11.110  0.00
H 13.490 21.329 11.268  0.00
Ag 16.576 21.911 8.660  0.00
N 17.324 26.334 9.065  0.00
S 16.605 27.631 8.568  0.01
O 15.188 27.559 8.142  0.00
O 17.470 28.479 7.715  0.00
F 16.457 28.336 10.005  0.00
S 17.656 25.756 7.522  0.01
O 19.045 25.999 7.066  0.00
O 16.627 25.820 6.445  0.00
F 17.730 24.194 7.914  0.00
C 16.805 22.981 11.582  -0.05
O 16.636 21.830 11.940  0.01
O 17.000 23.923 12.386  -0.01
O 16.774 23.357 10.429  0.00
C 13.182 26.624 12.035  -0.01
C 13.910 26.628 10.698  0.01
O 14.890 25.592 10.612  -0.02
H 13.990 26.656 12.766  0.01
H 12.589 25.711 11.991  0.00
H 12.532 27.496 12.114  0.00
H 14.379 27.591 10.496  0.00
H 13.233 26.442 9.864  0.00
H 14.540 24.832 10.142  0.01
C 19.491 20.870 13.444  0.00
C 20.882 20.330 13.656  0.00
O 21.884 21.360 13.638  0.00
H 19.326 21.833 13.928  0.00
H 18.750 20.247 13.945  0.00
H 19.186 20.916 12.399  0.00
H 20.875 19.583 12.863  0.00
H 21.004 19.884 14.642  0.00
H 22.529 21.112 12.971  0.00
C 17.640 18.460 11.061  0.00
C 17.621 19.252 9.817  0.00
O 18.219 20.471 10.028  0.00
H 18.673 18.181 11.269  0.00
H 17.039 17.565 10.899  0.00
H 17.261 18.945 11.961  0.00
H 16.589 19.393 9.496  0.00
H 18.223 18.787 9.036  0.00
H 17.958 20.775 10.900  0.00
C 15.507 20.210 16.552  0.00
C 15.504 20.355 15.031  0.00
O 16.302 21.406 14.681  0.00
H 15.397 21.174 17.047  0.00
H 16.377 19.735 17.006  0.00
H 14.622 19.632 16.818  0.00
H 14.537 20.615 14.599  0.00
H 15.956 19.520 14.495  0.00
H 16.351 21.544 13.732  0.00
C 12.290 24.418 14.607  0.00
C 13.810 24.165 14.345  0.00
O 14.077 23.311 13.197  0.00
H 11.721 23.524 14.351  0.00
H 11.942 25.312 14.091  0.00
H 12.162 24.630 15.668  0.00
H 14.272 23.619 15.167  0.00
H 14.359 25.084 14.140  0.00
H 14.755 23.768 12.693  0.01

Cartesian forces, eV/Å:
V -2.00 -1.52 -0.27
N -1.11 0.84 0.52
H 0.14 -1.95 0.97
H 0.19 -0.59 0.15
H 0.22 0.91 -0.17
H 0.42 0.62 -1.41
N -1.65 -0.95 -1.63
H 0.27 -0.22 -0.64
H 1.35 1.17 1.23
H -0.42 -0.61 0.17
H -0.15 0.21 1.27
Ag 0.93 0.21 0.02
N 0.49 -1.52 -2.05
S -4.24 7.47 -3.02
O 3.43 -0.73 1.44
O -1.71 -2.55 2.65
F 0.78 -0.50 -0.01
S 3.88 -1.34 -6.41
O -3.67 -0.33 2.17
O 2.08 -0.16 4.18
F -0.50 -0.17 0.60
C 0.44 0.45 2.71
O -0.67 -3.49 0.86
O 1.14 2.77 3.27
O -0.23 1.81 -6.81
C 0.64 -0.29 -1.41
C -1.18 1.13 -0.58
O 1.80 -0.55 0.79
H -0.52 -0.16 0.53
H 0.00 0.03 0.90
H 0.09 -0.07 0.08
H 0.13 -0.32 0.07
H -0.15 0.29 0.05
H 0.02 0.15 -0.08
C -0.98 0.47 0.80
C -0.21 0.37 0.45
O -0.60 -0.52 -0.92
H 0.30 0.27 -0.20
H 0.03 -0.39 -0.04
H 0.36 0.27 0.02
H 1.36 -0.26 0.08
H -0.39 -0.42 -0.16
H 0.27 0.18 0.01
C 0.16 -1.49 0.50
C -0.08 -0.79 -0.24
O 0.70 2.48 -0.55
H -0.06 -0.22 0.13
H 0.19 -0.27 0.22
H -0.19 0.41 -0.14
H -0.55 -0.15 -0.53
H -0.49 -0.33 -0.15
H -0.09 0.29 0.34
C -0.80 -0.27 -0.22
C -0.21 -0.79 0.25
O 2.33 3.11 0.34
H -0.10 0.18 -0.23
H 0.10 -0.11 -0.47
H 0.10 -0.13 0.23
H -0.66 -0.67 0.44
H -0.57 -0.88 0.35
H -0.11 -0.15 -0.47
C 1.43 0.05 0.01
C -0.50 -0.44 -0.17
O -0.53 -0.03 -0.44
H -0.06 0.16 -0.05
H -0.11 -0.35 -0.22
H -0.02 -0.17 0.05
H -0.13 0.26 0.37
H -0.17 0.19 0.47
H 0.05 0.10 0.00

Computed properties:
LUMO (spin up / spin down)	-0.28058 / -0.28024	hartree
Kohn-Sham gap (spin up / spin down)	7.4 / 7.4	eV
spin multiplicity	4
HOMO (spin up / spin down)	-14.993 / -14.993	eV
charge	+2



2.
Density functional theory data (ωB97M-V/def2-TZVPD) for CH4N2S2 in the gas phase.

Each line ends with the Löwdin charge.
Positions of all 9 atoms, in Å:
C 1.314 -0.322 0.064  -1.15
N 0.291 -1.220 0.073  -0.04
N -1.274 1.058 -0.062  -0.38
S 2.905 -0.427 -0.007  0.60
S 0.422 1.534 0.073  0.72
H 0.634 -2.235 0.053  0.13
H -0.753 -1.079 -0.073  0.10
H -1.909 1.037 0.685  0.00
H -1.630 1.654 -0.807  0.01

Cartesian forces, eV/Å:
C -4.00 1.91 -0.45
N 1.13 -2.31 -0.13
N 1.90 0.60 -2.33
S 0.35 -0.22 0.18
S -0.28 -2.62 0.61
H -0.86 2.10 0.01
H 2.24 0.65 0.25
H -0.29 0.39 1.70
H -0.20 -0.50 0.17

Computed properties:
LUMO	0.01880	hartree
Kohn-Sham gap	9.0	eV
spin multiplicity	1
HOMO	-8.486	eV



3.
Density functional theory data (ωB97M-V/def2-TZVPD) for 2 unconnected molecules or ions with the total composition C4H12NO3.

Each line ends with the Löwdin charge.
Positions of all 20 atoms, in Å:
C -0.280 -1.504 0.572  -0.19
C 0.154 0.045 0.665  -0.19
C -0.853 1.124 0.571  -0.51
O -0.615 2.251 -0.177  -0.33
N 0.468 -2.248 -0.467  -0.08
C 1.864 -2.042 -0.836  -0.28
O 2.003 -1.033 -1.869  -0.14
H -0.165 -2.172 1.440  0.09
H -1.352 -1.384 0.370  0.09
H 0.788 0.155 1.576  0.10
H 0.918 0.321 -0.188  0.11
H -1.881 0.791 0.243  0.10
H -0.956 1.453 1.647  0.10
H -0.122 -2.467 -1.245  0.09
H 2.341 -2.870 -1.333  0.10
H 2.503 -1.749 -0.044  0.10
H 1.217 -0.373 -1.744  0.11
H -2.263 4.447 -0.274  -0.01
H -1.503 3.243 0.482  -0.01
O -2.265 4.013 0.610  -0.25

Cartesian forces, eV/Å:
C 1.07 1.46 -0.38
C 3.59 -1.64 -0.99
C -2.66 2.10 1.10
O 1.10 -0.42 0.10
N 0.39 -0.67 -0.20
C -1.93 1.30 -1.32
O -2.03 1.68 0.08
H -0.13 1.12 0.48
H 0.20 -0.81 -0.48
H -0.45 0.11 -0.46
H -1.34 -0.79 1.51
H 0.49 -0.82 0.46
H -0.56 -0.27 -0.25
H 0.21 -0.09 -0.47
H -0.29 -0.95 0.10
H 0.14 0.24 1.41
H 2.24 -1.70 -0.27
H 0.10 -0.66 1.03
H -0.79 0.90 -0.85
O 0.65 -0.09 -0.60

Computed properties:
LUMO	0.13215	hartree
Kohn-Sham gap	6.9	eV
spin multiplicity	1
HOMO	-3.333	eV
charge	-1



Max |F| across the listed records, respectively: 0.1770 0.0866 0.0791 Eh/bohr.